Record 1
{"formula": "C64H80N16", "method": "the ωB97M-V functional and the def2-TZVPD basis", "charge": 0, "e_tot_ha": -3362.61155, "orbital_gap_ev": 8.18, "species": ["N", "N", "N", "N", "N", "N", "N", "N", "N", "N", "N", "N", "N", "N", "N", "N", "C", "C", "C", "C", "C", "C", "C", "C", "C", "C", "C", "C", "C", "C", "C", "C", "C", "C", "C", "C", "C", "C", "C", "C", "C", "C", "C", "C", "C", "C", "C", "C", "C", "C", "C", "C", "C", "C", "C", "C", "C", "C", "C", "C", "C", "C", "C", "C", "C", "C", "C", "C", "C", "C", "C", "C", "C", "C", "C", "C", "C", "C", "C", "C", "H", "H", "H", "H", "H", "H", "H", "H", "H", "H", "H", "H", "H", "H", "H", "H", "H", "H", "H", "H", "H", "H", "H", "H", "H", "H", "H", "H", "H", "H", "H", "H", "H", "H", "H", "H", "H", "H", "H", "H", "H", "H", "H", "H", "H", "H", "H", "H", "H", "H", "H", "H", "H", "H", "H", "H", "H", "H", "H", "H", "H", "H", "H", "H", "H", "H", "H", "H", "H", "H", "H", "H", "H", "H", "H", "H", "H", "H", "H", "H"], "coordinates": [[3.938, 1.505, -1.573], [1.362, -2.204, 6.604], [-5.675, 1.019, -1.140], [2.055, 3.232, 3.536], [-0.324, 6.010, -2.368], [-4.065, -1.051, -3.115], [4.610, -1.586, -0.549], [0.364, 0.857, 1.040], [2.506, -6.137, 0.017], [6.123, 0.853, 1.978], [0.695, 0.759, -6.043], [-2.534, 5.947, 2.181], [-0.593, -4.729, -1.479], [-3.310, -5.043, 0.565], [-1.296, 2.941, -4.644], [-3.683, 0.183, 5.863], [-2.456, -3.013, 1.163], [-1.900, -0.675, 4.803], [4.908, 1.203, 2.565], [-2.738, -0.022, 3.906], [4.189, -1.709, -2.705], [-0.118, -0.032, -0.911], [-2.848, -0.921, -3.652], [-0.444, -4.599, -3.706], [3.278, 2.413, -0.832], [0.914, -0.163, -5.092], [-1.644, 3.707, -5.732], [-4.400, 1.438, -0.944], [1.229, 1.978, -5.657], [-2.375, 3.871, 1.345], [1.185, -5.691, 1.761], [-2.290, -3.890, 2.229], [-4.031, -2.343, -4.950], [0.036, 2.210, 3.610], [-2.079, 3.204, -3.577], [0.384, -3.601, 5.204], [2.131, 2.246, 4.441], [1.354, -2.896, 4.495], [-0.061, -5.888, -3.288], [-3.830, 0.655, -0.019], [0.556, 5.291, -1.543], [1.860, -6.850, 2.043], [0.437, 7.365, -0.691], [-0.026, 1.185, -0.238], [-3.028, -3.759, 0.151], [-0.324, 7.293, -1.840], [2.695, -7.107, 0.956], [3.419, -2.253, -0.680], [0.391, -3.199, 6.541], [-4.775, -1.983, -3.813], [-2.807, -1.701, -4.820], [6.341, -0.519, 2.018], [-3.091, 3.791, 2.558], [-0.709, -3.920, -2.573], [-3.259, 5.108, 3.018], [-2.734, 4.513, -5.297], [0.429, -0.494, 1.213], [-5.829, -0.099, -0.448], [-2.872, -5.096, 1.863], [1.669, 0.362, -4.087], [-2.046, 5.236, 1.137], [5.191, -1.069, 2.544], [-0.056, -5.927, -1.890], [-3.898, 0.383, 4.512], [0.734, 3.292, 3.069], [4.285, -0.016, 2.824], [5.012, -1.175, -1.758], [1.954, -2.016, 5.422], [-2.968, 4.145, -4.001], [-2.493, -0.516, 6.053], [3.680, 3.691, -1.337], [1.767, -5.164, 0.616], [-4.730, -0.372, 0.247], [0.899, 1.527, 4.493], [3.194, -2.404, -2.041], [1.048, 6.130, -0.494], [4.862, 2.113, -2.391], [4.658, 3.465, -2.324], [1.821, 1.732, -4.370], [0.137, -1.120, -0.015], [-2.835, -6.011, 2.435], [-0.047, -3.567, 7.458], [-3.210, 5.270, -5.903], [-2.534, 0.144, 2.859], [-2.034, 2.742, -2.602], [-1.809, -3.753, 3.186], [-3.484, 2.845, 2.901], [3.006, -6.089, -0.860], [5.038, -1.281, 0.314], [-4.140, 2.380, -1.405], [-4.721, -1.247, 0.881], [6.712, 1.580, 1.597], [3.318, -0.157, 3.284], [5.559, 1.517, -2.961], [5.940, -0.638, -1.887], [0.715, 0.580, 4.978], [7.259, -0.961, 1.659], [3.362, -7.925, 0.729], [-2.129, 3.012, 0.738], [4.318, -1.605, -3.772], [1.250, 2.857, -6.284], [-2.576, 6.932, 2.399], [5.116, 4.254, -2.902], [1.989, -0.167, -3.202], [1.565, -1.716, 7.465], [0.671, -1.206, -5.233], [-0.322, -0.132, -1.966], [0.061, -6.677, -1.121], [0.402, 3.957, 2.286], [-6.393, 1.340, -1.773], [-0.931, -4.470, -0.563], [-0.479, 2.354, -4.554], [-6.804, -0.564, -0.418], [-4.396, 0.413, 6.541], [4.911, -2.065, 2.850], [0.289, -6.715, -3.888], [-2.118, -0.296, -3.160], [0.479, -5.220, 2.429], [0.370, 1.474, 1.840], [0.659, 8.316, -0.231], [-3.717, 4.621, -3.385], [0.281, 0.572, -6.945], [-5.713, -2.319, -3.396], [-1.193, -2.955, -2.551], [-2.073, -1.757, -5.610], [-0.736, 5.725, -3.245], [0.727, 4.264, -1.833], [3.092, 2.020, 4.878], [0.134, -2.186, -0.186], [2.778, 3.877, 3.254], [2.277, -2.844, -2.403], [2.609, 2.139, -0.029], [4.620, 2.233, 2.710], [-0.116, 2.219, -0.538], [-2.814, 0.773, 0.326], [-0.805, 8.081, -2.401], [-4.312, -3.112, -5.654], [1.721, -2.890, 3.479], [1.799, -7.408, 2.966], [2.340, 2.473, -3.780], [1.694, 5.780, 0.297], [-2.054, -0.837, 6.986], [-0.457, -4.149, -4.688], [2.856, -1.430, 5.326], [-1.599, 5.857, 0.375], [-2.202, -1.963, 1.190], [-1.181, 3.660, -6.706], [0.686, -0.874, 2.191], [-4.306, -0.731, -2.188], [-3.693, -5.791, 0.005], [3.273, 4.674, -1.154], [-3.304, -3.457, -0.849], [-0.975, 1.945, 3.339], [-0.213, -4.381, 4.755], [3.882, 0.498, -1.511], [2.853, -2.539, 0.195], [1.563, -4.275, 0.038], [-3.879, 5.502, 3.809], [-0.968, -1.192, 4.633], [-4.855, 0.773, 4.196]]}


Record 2
{"formula": "C5H9BrSi", "method": "the ωB97M-V functional and the def2-TZVPD basis", "charge": 0, "e_tot_ha": -3059.10870, "orbital_gap_ev": [6.59, 6.82], "species": ["Br", "Si", "C", "C", "C", "C", "C", "H", "H", "H", "H", "H", "H", "H", "H", "H"], "coordinates": [[-4.343, 0.063, -0.070], [-2.098, 1.654, 0.360], [-0.219, -1.836, -0.740], [-2.768, -0.475, -0.841], [1.112, 0.121, 0.032], [-1.439, 0.038, 0.529], [-0.135, -0.735, 0.365], [0.722, -2.432, -0.845], [0.958, 0.278, -0.959], [-0.540, -1.430, -1.673], [-2.649, 2.197, 1.769], [1.259, 1.012, 0.665], [-1.007, -2.550, -0.496], [0.100, -1.252, 1.390], [-2.383, 2.780, -0.501], [1.908, -0.542, 0.343]]}


Record 3
{"formula": "C4H8N2O", "method": "the ωB97M-V functional and the def2-TZVPD basis", "charge": 0, "e_tot_ha": -341.91761, "orbital_gap_ev": 10.41, "smiles": "C[C@H]1CC(=O)N1N", "species": ["O", "N", "N", "C", "C", "C", "C", "H", "H", "H", "H", "H", "H", "H", "H"], "coordinates": [[2.757, -0.416, -0.216], [0.571, 0.630, -0.227], [0.647, 1.952, 0.129], [-0.468, -0.288, 0.376], [-1.797, -0.121, -0.316], [1.550, -0.417, -0.104], [0.449, -1.465, 0.128], [1.293, 2.120, 0.899], [-0.479, -0.010, 1.437], [0.218, -2.004, -0.822], [1.068, 2.416, -0.717], [0.614, -2.232, 0.935], [-2.348, 0.821, -0.025], [-1.576, 0.017, -1.379], [-2.498, -1.004, -0.098]]}


Record 4
{"formula": "C11H12N4", "method": "the ωB97M-V functional and the def2-TZVPD basis", "charge": 0, "e_tot_ha": -645.14806, "orbital_gap_ev": [7.29, 5.37], "species": ["N", "N", "N", "N", "C", "C", "C", "C", "C", "C", "C", "C", "C", "C", "C", "H", "H", "H", "H", "H", "H", "H", "H", "H", "H", "H", "H"], "coordinates": [[5.264, -0.058, -1.290], [1.244, 0.629, 1.221], [2.506, 0.852, 0.728], [-1.207, -1.750, 0.147], [4.614, 0.070, -0.232], [-2.011, -2.941, 0.280], [-2.532, 2.085, -0.484], [3.200, 0.392, -0.336], [-1.264, 1.867, 0.029], [-3.351, 1.058, -0.901], [-0.930, 0.506, 0.190], [-1.791, -0.549, -0.186], [-2.997, -0.307, -0.761], [0.274, -0.144, 0.638], [0.012, -1.559, 0.779], [-0.697, 2.661, 0.324], [2.597, 0.183, -1.247], [-1.344, -3.679, 0.036], [3.043, 1.175, 1.541], [-4.306, 1.401, -1.393], [0.939, 1.508, 1.479], [-2.753, -2.879, -0.431], [6.286, -0.177, -1.198], [4.954, 0.284, 0.829], [-3.838, -1.012, -0.816], [-2.875, 3.118, -0.765], [-2.635, -3.118, 1.193]]}


Record 5
{"formula": "C5H11NO2", "method": "the ωB97M-V functional and the def2-TZVPD basis", "charge": 0, "e_tot_ha": -402.31545, "orbital_gap_ev": 10.54, "smiles": "C=CCCC(N)=O.O", "species": ["O", "O", "N", "C", "C", "C", "C", "C", "H", "H", "H", "H", "H", "H", "H", "H", "H", "H", "H"], "coordinates": [[1.737, 0.954, 0.784], [-1.000, 2.047, 2.843], [3.086, -0.674, -0.013], [-1.719, -0.195, -0.571], [-0.306, -0.471, -1.131], [0.651, -1.022, -0.045], [1.817, -0.110, 0.205], [-2.540, 0.545, -1.301], [0.064, 0.496, -1.424], [-3.550, 0.815, -1.004], [-0.133, 1.773, 3.108], [0.824, -2.088, -0.145], [3.860, -0.029, -0.027], [-0.428, -1.215, -1.918], [-1.928, -0.722, 0.351], [-1.359, 1.206, 2.572], [3.167, -1.248, -0.845], [-2.409, 0.750, -2.360], [0.164, -0.813, 0.922]]}


Record 6
{"formula": "H12O6", "method": "the ωB97M-V functional and the def2-TZVPD basis", "charge": 0, "e_tot_ha": -458.61347, "orbital_gap_ev": 11.44, "smiles": "O.O.O.O.O.O", "species": ["O", "O", "O", "O", "O", "O", "H", "H", "H", "H", "H", "H", "H", "H", "H", "H", "H", "H"], "coordinates": [[27.659, 20.053, -7.753], [28.184, 23.876, -7.197], [33.036, 18.399, -6.345], [23.819, 19.878, -9.340], [29.947, 19.510, -11.044], [28.296, 17.461, -4.503], [29.470, 19.589, -10.218], [30.217, 18.592, -11.079], [28.054, 22.939, -7.344], [26.711, 20.052, -7.890], [27.786, 19.535, -6.958], [23.384, 19.099, -9.686], [28.271, 17.734, -3.586], [32.244, 18.825, -6.015], [33.197, 17.684, -5.730], [29.124, 24.010, -7.322], [23.103, 20.458, -9.081], [28.378, 16.508, -4.467]]}